This record from OMol25 describes a 12-piece molecular cluster, C45H66F3O25S overall in a non-equilibrium geometry. The level of theory is wB97M-V/def2-TZVPD.

The geometry in XYZ format:
```
140
Properties=species:S:1:pos:R:3:forces:R:3
C -0.079 0.809 -0.406 0.561 -2.665 0.073
F 1.223 0.980 -0.703 -0.263 0.187 0.031
F -0.429 1.689 0.498 -0.191 0.606 0.900
F -0.814 0.999 -1.485 0.167 0.303 -0.554
S -0.346 -1.052 0.133 1.577 1.540 0.493
O 0.348 -1.255 1.407 0.159 0.311 0.169
O -1.768 -1.117 0.293 -1.159 -0.369 -0.219
O 0.291 -1.759 -0.955 -0.439 -0.161 -0.265
O 1.071 -4.700 -5.376 0.319 0.020 1.159
C 1.231 -4.807 -4.192 -1.888 0.429 -0.323
O 0.143 -4.506 -3.299 0.774 0.045 -1.408
C 0.447 -4.839 -1.955 0.956 -0.972 -0.551
C 1.959 -4.958 -1.971 0.388 0.470 0.942
C 2.395 -5.285 -3.383 0.305 -0.197 0.742
H 0.039 -5.826 -1.737 -0.572 0.063 0.170
H 0.162 -4.065 -1.242 -0.412 -0.070 -0.362
H 2.304 -5.675 -1.227 0.210 0.227 0.066
H 2.269 -3.941 -1.731 0.594 -0.199 0.134
H 2.576 -6.349 -3.532 -0.376 -0.124 -0.165
H 3.360 -4.825 -3.592 -0.305 0.286 -0.486
O -2.362 -5.089 5.993 0.503 1.803 -0.989
C -1.946 -4.090 5.320 2.135 -0.176 -0.841
O -0.662 -3.968 5.011 -1.861 -1.572 1.553
C -0.375 -2.837 4.134 0.189 0.689 -0.381
C -1.741 -2.261 3.830 0.947 1.675 0.326
C -2.754 -2.949 4.705 -0.969 -1.402 -0.559
H 0.254 -3.197 3.319 -0.568 -0.220 -0.187
H 0.255 -2.116 4.655 -0.088 -0.316 0.464
H -2.011 -2.262 2.773 0.097 0.075 0.130
H -1.750 -1.256 4.251 0.175 0.358 -0.815
H -3.440 -3.319 3.942 -0.837 -0.734 0.797
H -3.286 -2.360 5.451 0.144 -0.161 0.049
O -4.529 4.229 3.233 2.672 -2.595 0.121
C -3.655 3.366 3.464 -2.764 4.250 1.072
O -3.839 2.087 3.278 -0.306 -1.615 -0.907
C -2.666 1.342 3.643 -1.959 -2.165 -0.316
C -1.648 2.297 3.954 2.799 1.245 0.398
C -2.393 3.578 4.287 0.482 -0.102 -0.926
H -2.442 0.623 2.855 0.026 0.206 -0.270
H -2.871 0.749 4.534 -0.634 -0.063 0.177
H -1.008 2.480 3.090 0.033 0.105 -0.086
H -0.986 1.885 4.716 0.079 0.355 0.226
H -1.790 4.412 3.929 -0.420 0.284 0.394
H -2.712 3.686 5.323 0.166 0.100 0.000
O 4.854 0.245 -0.991 -0.214 -0.646 1.024
C 4.475 -0.678 -0.316 0.309 -0.137 -0.829
O 4.693 -0.789 1.044 -0.432 0.010 -0.774
C 3.783 -1.802 1.524 -0.152 -0.769 -0.645
C 3.657 -2.852 0.396 -0.554 1.013 0.159
C 3.787 -1.953 -0.847 0.691 -0.406 0.569
H 2.808 -1.330 1.641 -0.010 -0.063 0.523
H 4.172 -2.304 2.410 0.013 0.649 0.216
H 2.651 -3.272 0.413 0.124 -0.258 0.209
H 4.408 -3.629 0.534 0.022 0.065 -0.414
H 2.823 -1.771 -1.320 0.000 0.381 0.165
H 4.434 -2.405 -1.599 0.081 0.242 -0.104
O 3.870 3.605 -3.512 1.915 0.950 2.491
C 4.309 3.924 -2.400 -2.504 0.221 -2.166
O 5.124 4.965 -2.122 0.616 0.248 -1.945
C 5.337 5.142 -0.749 -0.915 0.676 1.163
C 4.175 4.433 -0.064 0.507 -1.398 -0.214
C 3.886 3.355 -1.102 -0.246 -1.024 0.563
H 5.261 6.193 -0.472 0.477 0.159 -0.509
H 6.302 4.738 -0.442 0.041 -0.053 -0.118
H 3.258 5.006 0.075 0.459 0.404 0.143
H 4.558 4.011 0.865 -0.474 0.092 0.233
H 2.856 2.998 -1.094 0.112 0.034 -0.277
H 4.535 2.480 -1.053 0.001 -0.242 0.658
O -5.057 -4.662 2.237 0.061 0.373 -0.078
C -4.088 -4.506 1.537 -2.668 0.300 -0.268
O -2.952 -5.057 1.886 0.613 -1.314 2.098
C -1.896 -4.781 1.018 0.407 -0.404 -0.180
C -2.563 -4.198 -0.166 1.019 1.118 -2.125
C -3.931 -3.694 0.267 1.547 -0.656 0.027
H -1.409 -5.726 0.781 0.410 0.204 0.260
H -1.265 -4.062 1.542 0.531 -0.086 -0.263
H -2.699 -4.892 -0.996 0.137 -0.409 0.255
H -1.886 -3.442 -0.565 -0.407 0.305 -0.176
H -4.539 -3.950 -0.601 -0.976 0.599 0.848
H -3.865 -2.650 0.577 -0.501 0.181 -0.444
O 1.724 3.805 2.976 1.907 -2.131 1.598
C 2.336 2.868 3.506 -2.841 2.935 0.528
O 2.422 2.753 4.905 -0.503 1.952 -0.934
C 2.854 1.483 5.345 -0.104 0.256 -0.317
C 2.782 0.693 4.094 0.996 -2.170 -1.862
C 2.867 1.663 2.899 0.377 -1.135 0.102
H 2.157 1.118 6.099 0.127 0.146 0.151
H 3.866 1.529 5.747 -0.031 0.172 0.114
H 1.870 0.109 3.974 -0.192 0.090 0.229
H 3.604 -0.019 4.015 -0.048 -0.198 0.130
H 2.264 1.324 2.056 0.040 0.210 -0.006
H 3.876 1.857 2.535 0.148 -0.163 0.068
O 1.778 0.492 -7.261 1.246 -0.688 0.972
C 2.106 -0.004 -6.205 -1.035 1.537 -1.037
O 3.220 0.394 -5.487 -1.090 0.101 -0.843
C 3.173 -0.066 -4.134 -0.425 -1.585 -0.568
C 1.842 -0.839 -4.030 -1.032 -0.869 1.051
C 1.214 -0.941 -5.423 0.632 0.320 1.146
H 3.308 0.732 -3.404 -0.023 0.104 -0.365
H 3.971 -0.806 -4.078 0.331 0.256 0.469
H 1.100 -0.425 -3.346 0.228 0.703 0.004
H 1.908 -1.837 -3.596 0.715 -0.193 0.000
H 0.197 -0.559 -5.338 0.091 0.195 -0.660
H 1.149 -1.954 -5.822 0.319 0.097 -0.148
O 0.937 7.047 -1.206 -0.404 -0.833 0.899
C 0.371 6.473 -0.292 1.718 -0.707 -2.833
O -0.297 7.120 0.593 -1.998 2.170 2.544
C -0.831 6.296 1.661 1.097 -0.048 0.461
C -0.840 4.950 1.029 -0.712 -1.809 -1.470
C 0.300 4.982 -0.009 -0.281 0.683 0.548
H -1.804 6.623 2.027 0.064 0.330 -0.508
H -0.132 6.347 2.496 0.136 0.126 0.060
H -1.792 4.867 0.505 -0.053 0.049 -0.305
H -0.821 4.027 1.609 0.294 0.456 0.614
H 0.143 4.435 -0.938 0.068 -0.098 0.224
H 1.240 4.721 0.477 0.052 -0.316 -0.138
O -3.377 0.939 -4.397 -0.367 -2.183 0.461
C -3.282 -0.284 -4.365 1.266 2.390 -0.994
O -3.633 -1.056 -5.401 -0.374 -0.228 -0.562
C -3.376 -2.457 -5.119 -0.554 0.503 -0.245
C -2.354 -2.437 -4.006 0.878 -1.930 -0.696
C -2.504 -1.121 -3.401 -0.567 1.216 2.233
H -3.042 -2.981 -6.015 -0.041 0.350 -0.070
H -4.355 -2.840 -4.833 0.135 -0.385 0.205
H -1.329 -2.539 -4.364 -0.127 -0.270 -0.373
H -2.516 -3.281 -3.335 0.055 0.088 0.130
H -1.571 -0.637 -3.114 -0.100 0.076 -0.178
H -3.072 -1.228 -2.477 -0.195 0.374 0.231
O -5.814 0.300 -1.295 1.737 2.058 -0.091
C -5.064 1.282 -1.201 -1.780 -3.217 1.013
O -5.478 2.503 -1.514 -1.158 0.082 0.018
C -4.454 3.466 -1.342 0.961 -0.510 -0.280
C -3.491 2.762 -0.377 1.597 1.206 -0.116
C -3.642 1.274 -0.608 -1.587 1.093 -0.743
H -4.784 4.435 -0.968 -0.530 -0.326 0.048
H -4.083 3.594 -2.358 0.606 0.284 0.148
H -3.672 3.101 0.644 -0.417 -0.354 0.097
H -2.470 3.090 -0.570 0.098 0.022 -0.143
H -3.564 0.689 0.308 -0.046 -0.235 -0.483
H -3.028 0.930 -1.441 0.213 -0.158 0.414
```
Forces are in eV/Å.

As for the spin multiplicity: 2. As for the HOMO-LUMO gap (spin up / spin down): 6.45 / 1.77 eV. The calculation puts the electronic energy at -117906.150 eV. The value obtained for the HOMO energy (spin up / spin down) is -9.376 / -9.376 eV. As for the net charge: 0.